93
Properties=species:S:1:pos:R:3 method="wB97M-V/def2-TZVPD" smiles="C[N+](=O)[O-].C[N+](=O)[O-].C[N+](=O)[O-].COC(=O)OC.COC(=O)OC.COC(=O)OC.COC(=O)OC.COC(=O)OC.COC(=O)OC" homo_lumo_gap_ev=10.43 max_force_ev_per_a=5.0 e_lumo_ev=-0.20 homo_energy_ev=-10.6
C -1.77519 2.78616 15.84515
N -3.19074 2.75543 15.66883
O -3.70465 3.71047 15.12876
O -3.87679 1.77312 16.04696
H -1.42090 1.83581 16.24442
H -1.56145 3.58364 16.55679
H -1.44523 2.98122 14.82477
C -7.84758 2.46548 15.10339
N -6.79780 3.47492 14.81762
O -6.48573 4.18682 15.71211
O -6.50333 3.55639 13.62526
H -7.78348 2.08870 16.12419
H -7.85676 1.67940 14.34834
H -8.82784 2.93594 15.02692
C -7.70379 6.68771 17.49883
N -9.00584 5.96197 17.80291
O -9.78453 5.79432 16.94584
O -9.04878 5.50973 18.97817
H -7.64708 6.90735 16.43269
H -7.00652 5.86003 17.62869
H -7.66622 7.64745 18.01419
C -0.70654 1.90621 8.64307
O -1.76227 1.71859 9.50292
C -1.47826 1.63364 10.84600
O -0.40592 1.35859 11.29655
O -2.59826 1.94278 11.62749
C -3.81829 2.28312 11.07442
H -0.54170 1.01810 8.03300
H 0.24921 2.06057 9.14388
H -0.89181 2.77449 8.01072
H -3.71226 3.02415 10.28212
H -4.46868 2.70347 11.84148
H -4.27444 1.45659 10.52954
C -10.47946 2.32047 11.13314
O -10.29921 1.37664 12.16182
C -10.93874 1.54923 13.30175
O -11.44900 2.64857 13.71674
O -11.00724 0.36835 13.96423
C -11.69154 0.31228 15.23822
H -11.43427 2.06001 10.67641
H -9.78177 2.32899 10.29573
H -10.45399 3.36111 11.45643
H -10.98770 -0.29976 15.80225
H -12.64241 -0.21984 15.21013
H -11.83816 1.25362 15.76781
C -11.02981 -1.77516 20.99203
O -10.56216 -0.72842 20.16364
C -9.41054 -0.06076 20.47683
O -8.62135 -0.37281 21.30361
O -9.46640 1.06295 19.79508
C -8.33122 1.95181 19.93293
H -12.06213 -1.59058 21.28926
H -10.54264 -1.95709 21.94998
H -11.04611 -2.65090 20.34324
H -7.68470 1.79173 20.79577
H -8.76898 2.94990 19.94985
H -7.74814 2.00831 19.01374
C -5.71227 3.58962 5.96823
O -6.19755 3.59911 7.31977
C -6.37457 4.68009 7.96282
O -6.44173 5.81916 7.49914
O -6.60230 4.37230 9.24727
C -6.76097 5.28128 10.25259
H -5.21439 2.62126 5.91816
H -5.02350 4.34976 5.59961
H -6.60168 3.61286 5.33852
H -5.85409 5.88500 10.28721
H -6.86895 4.82176 11.23508
H -7.53666 5.98211 9.94398
C -6.37744 9.62236 10.70665
O -5.28006 9.01911 11.34394
C -5.56919 8.11302 12.30402
O -6.70573 7.99193 12.79201
O -4.51152 7.46657 12.63251
C -4.69711 6.21096 13.28710
H -6.19350 10.36928 9.93440
H -7.23582 10.06429 11.21258
H -6.84519 8.77557 10.20440
H -3.73567 5.69926 13.33064
H -5.39482 5.53269 12.79594
H -5.04697 6.24361 14.31891
C -5.49491 0.06970 13.51873
O -6.19767 -1.17413 13.78879
C -6.88005 -1.20594 14.97771
O -7.18044 -0.27763 15.71874
O -7.43865 -2.50654 15.10110
C -8.42747 -2.72839 16.12010
H -4.59436 0.01681 12.90692
H -5.12731 0.45818 14.46850
H -6.01317 0.90097 13.04072
H -8.36238 -3.77764 16.40810
H -9.43904 -2.63476 15.72504
H -8.31763 -2.07248 16.98371